A molecular structure, C20H33Cl2CuN4O3S at a distorted geometry. Source: the OMol25 dataset; level of theory: ωB97M-V/def2-TZVPD.

Structure (XYZ):
```
64
Properties=species:S:1:pos:R:3:mulliken_charge:R:1
H -0.38616 2.12764 -2.06606 0.431
C -3.00889 2.00342 4.78587 -1.002
H 3.78745 -0.84592 -5.06114 0.363
H -0.91645 -1.80909 4.63482 0.203
H -0.16897 -3.40309 4.36614 0.350
C 2.35784 2.73006 -1.11813 -1.467
C -3.94795 1.08947 -2.06757 -0.984
C -1.31518 1.01359 3.36616 0.402
H 2.42789 2.85232 -0.03816 0.199
O 0.93342 -1.04271 -4.15898 -0.924
H -2.09216 -4.09976 3.27359 0.331
C -0.66956 -2.56066 3.87891 -0.442
H -2.72413 -1.84601 -3.26168 0.309
C -0.66517 2.82440 4.88430 -0.855
N -1.65022 1.93399 4.29118 0.218
H -3.64188 1.38822 4.14103 0.248
H -4.42830 -1.66734 -2.74543 0.329
S 0.22135 -1.44542 0.18194 -0.415
N -1.53688 -2.79301 1.72516 -0.124
H -0.46800 2.54772 5.93147 0.313
Cl 1.87064 0.68352 1.87991 -0.592
H 2.44746 -1.49490 -1.04982 0.048
C 1.25692 0.81069 -2.36397 1.302
C -0.38772 -2.08995 1.61704 -0.040
C 5.28543 -1.65932 -3.70406 -0.430
H -3.39519 1.88184 -1.55540 0.281
H 0.26182 2.75491 4.30748 0.219
C 3.26233 -1.54133 -1.77907 0.278
C -2.09354 -0.28480 -1.33080 0.114
O -2.08075 0.17539 2.88841 -0.668
H -3.79105 -0.66007 -4.07396 0.298
H 1.00163 -1.42233 2.99197 0.241
H -0.25834 1.09109 3.05650 -0.013
C -1.90212 -3.03568 3.11367 -0.421
N 0.17247 -1.99969 2.83488 0.171
H 3.30554 3.07281 -1.55524 0.356
C 3.05448 -1.04187 -3.05888 0.466
C 0.12921 1.62225 -2.89531 -1.994
N -3.11630 -0.10362 -2.17130 0.403
H -4.23085 1.39939 -3.07909 0.339
O -1.70287 0.63629 -0.56936 -0.662
H 2.00203 0.30781 -4.32430 0.128
H 6.54514 -2.42941 -2.11641 0.321
H 1.55285 3.36883 -1.49063 0.367
C 5.54320 -2.08079 -2.39151 -0.425
Cu 0.07924 0.78662 0.41805 1.055
H -1.61890 -1.28687 -1.37838 0.250
C 4.52689 -2.03632 -1.43028 -0.631
H 4.70556 -2.36380 -0.40479 0.363
C 2.12265 1.29339 -1.43805 -0.429
H 2.82898 0.62403 -0.95378 0.423
Cl -0.43115 2.87277 0.88832 -0.554
H -2.79538 -2.45999 3.37975 0.236
H -0.58516 1.00355 -3.45443 0.249
H -2.18647 -2.87496 0.95257 0.222
C 1.75660 -0.32842 -3.45212 -0.206
H -1.03356 3.85908 4.87083 0.303
H -4.86975 0.86637 -1.51119 0.305
C 4.02636 -1.16932 -4.04361 -0.737
H 0.52174 2.38916 -3.58893 0.549
H 6.06811 -1.68800 -4.46185 0.347
H -3.06518 1.63965 5.82123 0.313
C -3.54183 -1.13086 -3.11555 -0.959
H -3.34922 3.04504 4.77806 0.333
```

Results
Spin multiplicity: 2
Total charge: -1
⟨S²⟩: 0.755
Relative energy (zero: lowest compared OMol25 entry of this formula, charge and spin): 24.32 kcal/mol
LUMO level (spin up / spin down): 2.1773 / 1.9813 eV

---

9 unconnected molecules or ions with the total composition C5H27NO9 at a distorted geometry. Source: the OMol25 dataset; level of theory: ωB97M-V/def2-TZVPD.

Structure (XYZ):
```
42
Properties=species:S:1:pos:R:3:mulliken_charge:R:1
H 2.56322 2.38900 1.95514 0.381
H 1.93239 -1.14416 2.93460 0.264
H 0.09690 -4.52841 -1.96603 0.271
H 1.94513 0.42072 -1.24959 0.178
O -1.05561 -2.10233 1.00030 -0.792
H 4.12507 -1.97661 -0.59202 0.266
C 2.06820 2.71389 1.03552 -1.401
O -0.02315 -3.61058 -1.71280 -0.604
H 0.71408 0.03470 3.11000 0.308
H -0.64484 -1.35644 1.46237 0.382
H 0.34717 2.53078 -0.96913 0.337
C -1.24338 0.41207 -1.45988 0.742
C 0.65550 1.97843 1.09171 0.179
H 0.91978 -3.13807 -0.14811 0.350
H 0.49175 -0.14653 -2.68353 0.178
H 2.07696 3.77746 0.97018 0.379
N -1.13795 1.13156 -0.30176 0.231
O 1.46926 -2.61614 0.46011 -0.721
H -4.31201 -0.13967 0.23546 0.305
O 2.38202 1.09429 -1.79064 -0.539
H 3.20913 0.57936 -1.81249 0.296
C -0.27764 2.31163 -0.11381 -1.027
O 3.38434 -1.46235 -0.91960 -0.663
H -3.81105 -1.63259 2.13299 0.289
O -4.47539 0.75416 0.55551 -0.688
H 0.00417 -3.10959 -2.54595 0.305
H 2.59867 2.25072 0.21080 0.295
C -0.29929 0.61347 -2.60924 -1.430
H -1.88292 1.13523 0.38131 0.308
H -0.82604 3.21785 0.10472 0.322
O -2.19564 -0.34807 -1.62728 -0.654
H 0.81391 -2.02864 0.89262 0.353
H 0.80079 0.90411 1.12836 -0.158
H 2.51112 -1.73432 -0.54797 0.454
O -3.69995 -0.85121 2.68203 -0.629
H -4.54684 1.32712 -0.22392 0.302
O 1.09421 -0.74943 2.68614 -0.611
H 0.16005 1.59025 -2.55100 0.444
H -1.32740 -1.74537 0.13620 0.404
H -0.88263 0.87262 -3.49924 0.383
H 0.11252 2.40413 1.94758 0.647
H -3.83462 -0.02306 2.21035 0.365
```

Results
Relative energy (zero: lowest compared OMol25 entry of this formula, charge and spin): 49.21 kcal/mol
LUMO level: 0.3712 eV
SMILES string: CCCNC(C)=O.O.O.O.O.O.O.O.O

---

12 unconnected molecules or ions with the total composition C28H73B2FIN23O18S at a distorted geometry. Source: the OMol25 dataset; level of theory: ωB97M-V/def2-TZVPD.

Structure (XYZ):
```
147
Properties=species:S:1:pos:R:3:mulliken_charge:R:1
N -11.75690 1.98792 -3.86520 -0.388
H 1.74069 1.42323 -2.83967 0.486
H 0.74421 3.40801 -2.53202 0.079
B -0.77991 0.41663 -4.83207 0.251
C 1.68375 0.40145 -5.06222 -1.305
H -3.75207 1.63874 0.74065 0.284
O -3.27944 3.50554 -3.22569 -0.707
H 6.40396 -11.67840 3.22364 0.182
H -5.58318 3.78902 0.63818 0.247
H -0.86278 4.24890 1.79466 0.308
H -2.87419 10.58778 -3.09625 0.227
O -1.83746 1.26347 -5.23726 -0.193
C 3.17701 -8.82971 6.84219 0.662
H -3.60932 5.49790 -1.00662 0.099
H 3.05121 -4.29663 3.09660 0.222
H 1.34200 -5.39456 6.57299 0.216
C 2.52336 2.80435 -8.19052 -0.693
C -2.74660 1.65425 2.69413 -1.037
C 1.84427 1.82668 -7.32465 0.861
H -0.64038 0.16726 -1.93096 0.309
H -8.01609 2.08125 -4.71970 0.187
O 1.98832 -9.04052 6.65376 -0.660
C -2.58714 7.24291 -1.86460 -1.210
C 0.95367 1.64336 9.94598 0.521
O -4.46836 3.14864 -1.21332 -0.575
O -9.58837 2.38908 -3.34955 -0.692
H -12.63902 1.55526 -3.66525 0.164
H 5.11023 -9.62617 6.80786 0.141
H 4.61324 -7.41673 7.41301 0.164
H 4.21488 1.70989 -4.73568 0.535
H -3.18798 10.97955 -4.75209 0.159
H 5.40166 -10.75997 4.29656 0.205
H -2.26369 2.47194 3.28022 0.213
C -2.71482 1.84178 1.12067 -0.086
H -6.68166 2.95349 -4.04638 0.144
H -0.40125 9.18613 -5.95361 0.222
N 0.21015 0.67611 9.33985 -0.319
H -2.38732 6.24421 0.06916 0.360
C -2.56841 5.91019 -0.99117 0.169
H 6.88060 4.73663 -3.34941 0.221
H -0.14974 0.75108 8.40542 0.247
I 0.43712 5.69217 -0.59518 0.062
H -4.55620 2.70361 -4.97725 0.129
H -1.83485 -2.00009 -3.18999 0.196
O 5.86278 2.60221 -4.09407 -0.605
H 1.72836 3.48377 9.59391 0.204
C 2.21594 -4.63465 4.91173 0.684
C -10.65188 1.85142 -3.08350 0.659
H -1.44008 2.12424 -5.46077 0.307
C 9.19025 -13.43055 5.97942 0.606
C 4.40112 2.96989 -6.54995 -0.440
H -3.60922 7.39373 -2.31631 0.301
O 4.43813 -12.70390 5.50738 -0.669
H -2.76889 -1.95349 -4.80338 0.288
C 3.80584 3.39289 -7.81295 -0.623
H 7.32919 -12.65393 6.16729 0.210
H -2.45809 8.11901 -1.16507 0.297
N -2.62159 10.51651 -4.06629 -0.387
N 4.13091 -9.78220 6.65786 -0.296
F -3.14677 1.20308 -2.07945 -0.250
H -1.75220 10.16565 -6.41104 0.157
H 10.19441 -13.98825 7.72892 0.161
H 0.84161 2.85939 8.24482 0.174
O 2.32263 -3.48839 5.32588 -0.692
H -4.34588 1.64615 -6.33173 0.093
O 9.24053 -13.36091 4.76098 -0.637
N -6.25360 3.79261 1.38689 -0.259
C -5.96241 4.15164 2.66854 0.584
H 7.65961 0.91300 -4.35376 0.216
H 0.01938 -0.15485 9.87108 0.179
H -1.76406 7.29031 -2.61543 0.270
O -0.03224 1.31952 4.92033 -0.653
H 2.42030 0.02776 -4.30248 0.515
H -11.68536 0.61970 -1.74566 0.161
H 0.51571 -1.79122 5.28998 0.083
H 0.33120 1.45541 -8.95639 0.440
H -0.79121 2.92394 -3.32566 0.093
O -0.84114 9.23068 -3.51313 -0.631
H 11.03435 -14.23354 6.23631 0.227
C -0.15829 0.18667 5.35965 0.748
H 2.03617 3.11303 -9.15045 0.265
H 5.37069 3.41757 -6.24991 0.220
N -7.03582 2.31007 -4.72951 -0.221
H -2.73947 -0.51694 -3.72389 0.072
N 1.18317 2.74744 9.18196 -0.328
H 4.29096 4.14768 -8.47630 0.332
N -10.82157 1.07019 -1.98278 -0.388
H 6.40326 -14.00277 3.37178 0.168
H -0.33845 1.77908 -7.30619 0.089
C 2.41640 1.41262 -6.02587 0.857
H -1.66628 0.62000 6.65036 0.251
N 0.60307 -0.85336 4.94013 -0.278
H 5.40137 -14.77881 4.55125 0.208
H 8.51440 4.16792 -3.30648 0.156
C -1.44249 4.89596 -1.41139 -1.353
H 8.96664 1.94754 -3.88952 0.161
O -0.93465 -0.98535 -4.81011 -0.443
H 2.56076 -5.94180 3.31615 0.174
O -6.71925 0.93507 -6.50398 -0.704
H -4.41866 4.78792 3.81757 0.171
H 2.96431 -6.89461 7.39699 0.193
C -1.69783 3.39987 -0.98950 1.003
N 2.63881 -5.00805 3.67427 -0.389
H 1.29477 -0.66008 4.23761 0.158
C 0.49049 1.26242 -7.86861 -1.107
C -6.26581 1.71791 -5.68053 0.649
O -1.80350 4.25008 1.53922 -0.873
H -2.08014 0.99461 0.71009 0.165
N 3.64416 -7.61858 7.25244 -0.345
C 7.05166 2.79006 -3.88894 0.623
N -4.94876 2.06370 -5.64487 -0.198
H -1.31874 5.00412 -2.52549 0.829
H -1.20561 -1.04854 6.69307 0.150
N 5.73765 -11.65126 3.97359 -0.325
H -2.28289 0.68761 3.01865 0.268
H 3.82119 -10.69468 6.35297 0.178
N 1.66666 -5.63328 5.65231 -0.399
H -7.20032 3.51762 1.19392 0.153
C -1.51305 9.78454 -4.36687 0.682
N 7.98617 1.81437 -4.05199 -0.397
H 8.03956 -13.07005 7.69028 0.165
O -0.59442 2.53836 -1.20113 -0.367
N 8.10472 -13.02259 6.69072 -0.300
O 0.27943 0.12332 -2.24527 -0.659
N 0.50274 1.08326 -4.47626 0.620
H 0.38905 0.16137 -7.64644 0.231
N -1.08217 -0.12709 6.31581 -0.460
C 0.63695 1.26892 -3.01588 -0.559
O 1.38011 1.52964 11.08259 -0.650
N 10.21546 -13.92239 6.72859 -0.390
H -3.96295 4.53000 2.16926 0.077
H -3.82321 1.61057 3.01460 0.310
O -6.79864 4.14607 3.55816 -0.694
B -2.07822 3.21436 0.61154 0.150
C 5.24998 -12.76137 4.59335 0.559
C -2.12162 -1.37898 -4.08381 -0.471
H -10.02574 0.94653 -1.38171 0.216
N -4.66815 4.51733 2.88284 -0.221
N -1.21310 9.71827 -5.69361 -0.399
C 3.71687 2.00157 -5.68032 -0.595
S -3.23826 2.83162 -1.92455 1.335
N 7.54267 3.99175 -3.48036 -0.422
H 1.40881 -0.49714 -5.68980 0.365
H 1.57004 -6.58166 5.33181 0.159
N 5.73660 -13.93563 4.11892 -0.379
C -0.05998 2.61584 -2.53569 -0.390
H -11.66850 2.55829 -4.68796 0.222
```

Results
LUMO level: -0.3832 eV
SMILES string: CCB(O)[C@](OC[C@@H](O)N(Cc1ccccc1C)B(O)OC)([C@H](I)CC)S(=O)(=O)F.NC(N)=O.NC(N)=O.NC(N)=O.NC(N)=O.NC(N)=O.NC(N)=O.NC(N)=O.NC(N)=O.NC(N)=O.NC(N)=O.NC(N)=O

---

C3H3ClO2 in the gas phase at a distorted geometry. Source: the OMol25 dataset; level of theory: ωB97M-V/def2-TZVPD.

Structure (XYZ):
```
9
Properties=species:S:1:pos:R:3:mulliken_charge:R:1
H 1.54786 -1.16366 -0.19523 0.374
O -2.13323 1.46549 1.00057 -0.575
O -1.03399 0.72917 -1.09337 -0.327
C -0.38489 -0.27699 -0.10352 0.907
H 1.68453 0.57138 -0.63385 0.286
C -1.29310 0.78815 0.18576 0.373
H 1.43598 0.05205 0.99659 0.311
C 1.11338 -0.22422 0.02084 -1.184
Cl -0.93653 -1.94137 -0.17779 -0.165
```

Results
Relative energy (zero: lowest compared OMol25 entry of this formula, charge and spin): 48.82 kcal/mol
LUMO level: 0.3869 eV
SMILES string: C[C@]1(Cl)OC1=O